Entry 1:
A cluster of 9 separate species, C25H49O11 in total, computed with the ωB97M-V functional and the def2-TZVPD basis.

```
! wB97M-V def2-TZVPD RIJCOSX def2/J DEFGRID3
* xyz -2 2
O 7.520 -4.846 -9.658
C 6.378 -5.288 -10.155
O 5.549 -5.565 -9.285
O 6.162 -5.376 -11.364
H 7.078 -4.789 -8.808
C 8.658 -10.776 -8.913
C 9.180 -9.580 -9.706
O 10.329 -9.685 -10.162
C 8.193 -8.468 -9.985
H 9.508 -11.221 -8.397
H 8.102 -11.464 -9.550
H 7.923 -10.478 -8.165
H 8.552 -7.880 -10.829
H 8.038 -7.745 -9.184
H 7.243 -8.914 -10.280
C 7.560 -3.801 -5.886
C 7.910 -2.278 -6.062
O 7.251 -1.525 -6.760
C 9.219 -1.743 -5.445
H 8.075 -4.380 -6.652
H 6.483 -3.915 -6.013
H 7.845 -4.020 -4.857
H 10.073 -2.321 -5.797
H 9.224 -1.913 -4.368
H 9.514 -0.698 -5.545
C 4.621 -11.375 -11.971
C 4.721 -9.873 -11.783
O 4.231 -9.379 -10.755
C 5.695 -9.048 -12.630
H 4.140 -11.881 -11.134
H 5.578 -11.879 -12.107
H 4.059 -11.569 -12.885
H 6.625 -9.596 -12.780
H 5.791 -8.056 -12.189
H 5.256 -8.902 -13.617
C 10.670 -5.932 -5.413
C 10.527 -6.754 -6.712
O 10.371 -7.978 -6.693
C 10.338 -5.968 -7.958
H 11.565 -5.311 -5.438
H 10.667 -6.547 -4.513
H 9.849 -5.218 -5.344
H 10.432 -6.571 -8.861
H 11.036 -5.131 -7.963
H 9.321 -5.581 -8.028
C 3.018 -3.243 -9.086
C 1.592 -3.507 -9.519
O 1.258 -4.680 -9.688
C 0.659 -2.376 -9.646
H 3.595 -2.795 -9.895
H 3.588 -4.139 -8.839
H 2.906 -2.622 -8.197
H 1.266 -1.490 -9.459
H -0.188 -2.532 -8.977
H 0.272 -2.220 -10.653
C 6.378 -6.437 -15.254
C 5.670 -5.163 -15.585
O 5.621 -4.786 -16.723
C 5.145 -4.308 -14.461
H 5.898 -7.012 -14.462
H 7.362 -6.120 -14.907
H 6.364 -7.087 -16.129
H 4.315 -4.749 -13.909
H 4.834 -3.318 -14.793
H 6.011 -4.263 -13.800
C 5.920 0.085 -11.561
C 5.993 -1.053 -12.571
O 5.081 -1.186 -13.455
C 7.128 -2.013 -12.350
H 5.205 0.856 -11.849
H 6.922 0.514 -11.534
H 5.702 -0.185 -10.528
H 8.009 -1.386 -12.219
H 7.174 -2.671 -13.218
H 7.063 -2.600 -11.434
C 9.281 -2.422 -9.426
C 9.585 -0.955 -9.695
O 9.850 -0.631 -10.847
C 9.536 0.046 -8.571
H 10.041 -2.786 -8.735
H 9.369 -2.963 -10.368
H 8.257 -2.584 -9.088
H 8.501 0.218 -8.274
H 10.048 0.968 -8.844
H 10.068 -0.410 -7.737
*
```

The value obtained for the energy relative to the best compared isomer or geometry (same formula, charge and spin) is 1.99 kcal/mol. As for the LUMO energy (alpha / beta): 3.94 / 3.94 eV. The expectation value of S² is 0.750.

Entry 2:
A structure of composition C10H11F4N2PdSbSe4, computed with the ωB97M-V functional and the def2-TZVPD basis.

```
! wB97M-V def2-TZVPD RIJCOSX def2/J DEFGRID3
* xyz -2 1
Pd 0.143 -0.650 -0.379
C -2.065 -0.766 1.258
N -1.821 -0.481 -0.157
C -2.635 -1.387 -0.977
C -2.136 0.917 -0.525
C -1.087 1.946 -0.053
N 0.202 1.370 -0.309
C 1.390 1.880 -0.046
C 2.514 0.998 -0.165
F 2.229 -0.334 -0.444
C 3.808 1.384 0.057
F 4.814 0.495 -0.056
C 4.108 2.692 0.415
C 3.050 3.576 0.560
F 3.334 4.849 0.935
C 1.743 3.209 0.331
F 0.748 4.135 0.484
H -3.099 -0.521 1.538
H -1.378 -0.187 1.895
H -1.900 -1.837 1.441
H -3.694 -1.102 -0.915
H -2.531 -2.420 -0.629
H -2.293 -1.346 -2.020
H -3.131 1.181 -0.132
H -2.174 0.941 -1.624
H -1.232 2.164 1.020
H -1.250 2.891 -0.597
H 5.126 2.987 0.580
Se 0.841 -6.296 -2.314
Sb -0.128 -5.356 -0.294
Se -2.521 -5.855 -0.281
Se 0.916 -6.307 1.688
Se 0.111 -2.767 -0.282
*
```

As for the LUMO energy: 4.10 eV.

Entry 3:
The ion C6H11N4 with charge +1, computed with the ωB97M-V functional and the def2-TZVPD basis.

```
! wB97M-V def2-TZVPD RIJCOSX def2/J DEFGRID3
* xyz 1 1
C -0.443 1.287 0.225
C -1.025 -1.150 -0.214
C -0.017 -2.110 0.461
C -1.428 0.237 0.414
C -2.766 0.713 -0.263
C 3.253 1.245 -0.197
N 0.267 2.110 -0.105
N 1.900 -0.674 0.193
N 2.755 0.102 0.343
N 1.343 -1.688 0.375
H -0.653 -0.887 -1.296
H -1.977 -1.834 -0.073
H -0.111 -2.265 1.469
H -0.189 -2.998 -0.039
H -1.545 0.219 1.431
H -3.695 0.082 0.013
H -2.866 0.654 -1.407
H -3.056 1.774 -0.185
H 2.697 2.194 -0.051
H 4.117 1.576 0.226
H 3.440 1.414 -1.319
*
```

The value obtained for the energy relative to the best compared isomer or geometry (same formula, charge and spin) is 141.83 kcal/mol. The SMILES is CN=[N+]=NCC[C@H](C)C#N. As for the LUMO energy: -5.55 eV.

Entry 4:
A structure of composition C21H61O20V, computed with the ωB97M-V functional and the def2-TZVPD basis.

```
! wB97M-V def2-TZVPD RIJCOSX def2/J DEFGRID3
* xyz 1 2
O -0.690 -1.207 -2.613
V -0.026 -1.886 -1.317
C -0.110 1.090 0.836
C 0.847 -0.026 0.960
C 0.940 -0.653 2.338
O 0.730 -1.043 0.039
H 0.384 2.057 1.115
H -1.083 1.043 1.348
H -0.375 1.207 -0.235
H 1.858 0.421 0.789
H 0.132 -1.362 2.578
H 0.922 0.083 3.124
H 1.851 -1.240 2.549
C 2.327 1.141 -2.662
C 2.149 2.151 -3.880
O 1.100 1.527 -4.660
O 2.415 -0.120 -3.263
H 1.446 1.384 -2.094
H 3.247 1.246 -2.030
H 3.046 2.247 -4.541
H 1.896 3.138 -3.517
H 0.284 1.564 -4.132
H 1.871 -0.060 -4.078
C -3.175 -2.620 -0.870
C -4.043 -2.467 0.408
O -3.285 -3.022 1.446
O -1.869 -2.045 -0.540
H -3.550 -2.037 -1.688
H -3.021 -3.651 -1.095
H -4.977 -2.970 0.160
H -4.213 -1.382 0.501
H -3.275 -2.415 2.199
H -1.805 -1.902 0.437
C 2.864 4.617 2.503
C 3.284 4.366 1.061
O 2.544 3.225 0.599
O 1.481 4.708 2.597
H 3.357 5.549 2.901
H 3.195 3.681 2.969
H 4.385 4.282 1.134
H 3.107 5.219 0.404
H 1.748 3.515 0.226
H 1.334 5.058 3.489
C 1.101 -4.672 -1.993
C 1.834 -3.610 -2.867
O 1.973 -2.422 -2.091
O 0.084 -3.903 -1.209
H 1.756 -5.106 -1.277
H 0.512 -5.436 -2.561
H 1.241 -3.443 -3.742
H 2.869 -4.001 -3.041
H 2.424 -1.643 -2.564
H -0.395 -4.443 -0.518
C -3.910 1.756 -3.170
C -2.931 1.233 -4.160
O -1.618 1.202 -3.687
O -3.925 0.958 -1.977
H -4.931 1.642 -3.583
H -3.630 2.766 -2.927
H -2.989 1.891 -5.064
H -3.294 0.279 -4.542
H -1.315 0.333 -3.430
H -3.111 1.212 -1.548
C -0.366 5.770 0.257
C -1.827 6.024 0.596
O -2.230 5.601 1.907
O -0.073 4.414 0.191
H 0.328 6.366 0.895
H -0.200 6.152 -0.747
H -2.462 5.519 -0.146
H -1.874 7.108 0.466
H -2.083 4.631 1.930
H -0.095 4.065 1.136
C -2.958 -0.634 4.750
C -3.796 0.254 3.810
O -3.109 1.449 3.473
O -2.064 -1.424 3.967
H -3.655 -1.288 5.243
H -2.474 0.022 5.513
H -4.717 0.540 4.350
H -4.064 -0.433 2.957
H -3.753 2.069 3.052
H -1.321 -0.869 3.737
C 5.462 -1.916 -1.679
C 4.992 -0.946 -0.516
O 3.607 -0.675 -0.535
O 4.985 -3.217 -1.712
H 6.527 -1.864 -1.698
H 5.077 -1.453 -2.592
H 5.527 -0.034 -0.681
H 5.268 -1.337 0.499
H 3.125 -1.493 -0.534
H 5.501 -3.817 -1.165
C -1.097 -4.349 2.924
C -0.396 -5.101 1.750
O -1.230 -5.024 0.552
O -0.179 -4.370 4.010
H -2.061 -4.730 3.107
H -1.299 -3.299 2.655
H -0.138 -6.155 2.043
H 0.513 -4.555 1.491
H -1.995 -4.430 0.702
H -0.391 -3.576 4.496
*
```

As for the LUMO energy (alpha / beta): -2.25 / -1.86 eV. The expectation value of S² is 0.762.

Entry 5:
A structure of composition C18H29AlOS3, computed with the ωB97M-V functional and the def2-TZVPD basis.

```
! wB97M-V def2-TZVPD RIJCOSX def2/J DEFGRID3
* xyz 2 1
Al -0.755 -0.529 -0.185
C 0.043 -2.021 -2.974
C -1.330 -2.612 -2.654
S -1.846 -2.603 -0.869
C -3.562 -1.945 -0.953
C -3.793 -0.648 -1.720
S -2.590 0.711 -1.407
C -1.820 0.898 -3.083
C -0.301 0.914 -3.103
S 0.558 -0.427 -2.210
H 0.131 -1.910 -4.055
H 0.832 -2.701 -2.648
H -1.295 -3.670 -2.929
H -2.125 -2.146 -3.231
H -3.855 -1.841 0.095
H -4.182 -2.728 -1.393
H -4.762 -0.248 -1.413
H -3.842 -0.813 -2.797
H -2.174 1.862 -3.455
H -2.208 0.121 -3.739
H 0.101 1.820 -2.644
H 0.049 0.892 -4.137
C -1.191 2.558 0.878
C -0.111 2.761 1.947
C -0.629 2.302 3.315
C 1.201 2.066 1.667
C 2.395 2.769 1.792
C 3.612 2.130 1.654
C 3.655 0.758 1.497
C 2.487 0.010 1.384
C 2.565 -1.502 1.425
C 1.966 -2.255 0.236
C 1.953 -1.979 2.746
C 1.283 0.705 1.400
O 0.115 0.021 1.049
H -1.867 3.408 0.860
H -1.789 1.663 1.101
H -0.738 2.455 -0.114
H 0.100 3.831 2.006
H -0.845 1.235 3.299
H -1.537 2.837 3.580
H 0.116 2.487 4.083
H 2.366 3.828 1.995
H 4.529 2.695 1.710
H 4.606 0.254 1.469
H 3.629 -1.762 1.447
H 0.855 -2.172 0.214
H 2.208 -3.312 0.319
H 2.380 -1.877 -0.698
H 0.876 -1.814 2.767
H 2.396 -1.437 3.576
H 2.142 -3.039 2.899
*
```

As for the LUMO energy: -7.12 eV.

Entry 6:
A structure of composition C48H40AsIIrO4P2S4Sb, computed with the ωB97M-V functional and the def2-TZVPD basis.

```
! wB97M-V def2-TZVPD RIJCOSX def2/J DEFGRID3
* xyz 0 1
Ir -1.326 0.742 0.644
S -6.187 1.662 -0.821
Sb -4.903 0.391 0.466
S -2.954 0.195 -0.956
S -2.139 -0.952 2.083
I 1.935 2.217 -3.047
C 2.678 2.226 -1.091
C 3.885 1.596 -0.933
C 4.706 1.867 0.174
C 4.359 2.886 1.007
C 3.127 3.564 0.854
C 2.890 4.737 1.615
C 1.772 5.470 1.398
C 0.746 4.931 0.592
C 0.852 3.728 -0.062
P -0.768 2.887 -0.465
C -2.044 3.957 0.322
C -1.969 4.404 1.644
C -3.037 5.055 2.234
C -4.216 5.244 1.526
C -4.322 4.760 0.234
C -3.246 4.118 -0.365
C -1.110 3.292 -2.219
C -1.610 2.389 -3.142
C -1.832 2.780 -4.455
C -1.546 4.076 -4.854
C -1.053 4.990 -3.931
C -0.843 4.601 -2.620
C 2.172 3.131 -0.111
H 4.244 0.939 -1.713
H 5.641 1.337 0.296
H 5.032 3.217 1.789
H 3.649 5.058 2.319
H 1.609 6.414 1.901
H -0.186 5.470 0.568
H -1.087 4.205 2.240
H -2.958 5.383 3.262
H -5.057 5.742 1.991
H -5.249 4.858 -0.316
H -3.368 3.725 -1.365
H -1.832 1.380 -2.839
H -2.230 2.067 -5.166
H -1.714 4.378 -5.880
H -0.833 6.006 -4.233
H -0.456 5.321 -1.909
C -0.245 -2.492 0.182
C -1.540 -2.938 -0.470
As -2.028 -4.830 -0.139
C -0.366 -5.662 -0.747
C 0.152 -6.785 -0.106
C 1.281 -7.425 -0.600
C 1.903 -6.958 -1.749
C 1.382 -5.853 -2.408
C 0.254 -5.215 -1.913
C -1.756 -4.794 1.794
C -2.907 -4.626 2.561
C -2.826 -4.454 3.935
C -1.588 -4.456 4.561
C -0.435 -4.640 3.809
C -0.518 -4.807 2.434
P 0.243 -0.731 -0.049
C 1.730 -0.675 1.006
C 1.975 0.452 1.783
C 3.024 0.471 2.692
C 3.850 -0.631 2.826
C 3.626 -1.757 2.045
C 2.570 -1.785 1.148
C 0.802 -0.857 -1.779
C 2.113 -1.217 -2.085
C 2.472 -1.524 -3.390
C 1.527 -1.481 -4.403
C 0.218 -1.132 -4.107
C -0.143 -0.826 -2.803
H 0.585 -3.067 -0.230
H -0.267 -2.667 1.257
H -1.510 -2.815 -1.554
H -2.396 -2.354 -0.131
H -0.325 -7.163 0.791
H 1.673 -8.293 -0.085
H 2.783 -7.457 -2.133
H 1.852 -5.487 -3.313
H -0.142 -4.360 -2.451
H -3.878 -4.622 2.077
H -3.728 -4.314 4.516
H -1.520 -4.314 5.631
H 0.533 -4.643 4.293
H 0.391 -4.943 1.860
H 1.334 1.316 1.705
H 3.186 1.356 3.295
H 4.664 -0.618 3.539
H 4.264 -2.626 2.144
H 2.409 -2.685 0.570
H 2.860 -1.262 -1.306
H 3.496 -1.798 -3.612
H 1.809 -1.716 -5.421
H -0.529 -1.097 -4.890
H -1.173 -0.580 -2.580
O -2.357 0.062 3.475
S -2.078 1.566 3.107
O -2.366 2.349 4.250
O -2.894 1.816 1.882
O -0.667 1.599 2.618
*
```

The value obtained for the energy relative to the best compared isomer or geometry (same formula, charge and spin) is 28.86 kcal/mol. As for the LUMO energy: -0.71 eV.

Entry 7:
A structure of composition C4H7FNOP, computed with the ωB97M-V functional and the def2-TZVPD basis.

```
! wB97M-V def2-TZVPD RIJCOSX def2/J DEFGRID3
* xyz 0 1
C 0.753 0.908 0.349
C -0.315 1.538 -0.627
C 0.037 -1.771 0.385
C 1.156 -0.565 0.052
N -1.583 0.905 -0.411
O -3.332 -0.953 -0.250
F 2.426 -0.696 0.567
P -2.062 -0.491 0.339
H 1.634 1.557 0.443
H 0.289 0.956 1.288
H -0.239 2.596 -0.195
H -0.017 1.441 -1.704
H -0.419 -2.255 -0.482
H 0.264 -2.437 1.237
H 1.407 -0.733 -0.993
*
```

As for the LUMO energy (alpha / beta): -1.87 / -2.10 eV.